The following is a DFT calculation (ωB97M-V with the def2-TZVPD basis set) of a structure of composition C7H5NO7Tb in a non-equilibrium geometry.

Structure (XYZ):
```
21
Properties=species:S:1:pos:R:3
O 1.10 -3.09 0.28
C 0.68 -2.03 0.22
Tb -0.23 0.30 0.07
O 3.26 1.23 0.82
C 2.19 0.86 0.60
C -2.29 -0.79 -0.59
O -3.33 -1.23 -0.84
C -0.63 0.05 2.45
O -0.92 0.02 3.56
C 0.53 0.05 -2.34
O 0.88 -0.02 -3.42
N -1.17 4.76 0.60
C -2.28 3.88 0.06
C -1.71 2.53 0.24
O -2.30 1.51 0.68
O -0.42 2.49 0.00
H -1.07 4.58 1.62
H -1.33 5.77 0.48
H -0.27 4.44 0.17
H -3.24 4.10 0.54
H -2.32 4.05 -1.01
```

**2S+1**: 7
**HOMO-LUMO gap (alpha / beta)**: 9.8643 / 9.6735 eV
**Total charge**: +3
**Energy above the lowest of the compared OMol25 structures with the same formula, charge and spin**: 0.0 kJ/mol
**Total energy**: -45566.999 eV
**Largest force on an atom**: 0.1306 Eh/bohr
**<S²>**: 12.6556
**Highest occupied orbital energy (alpha / beta)**: -23.23 / -22.76 eV

---

The following is a DFT calculation (ωB97M-V with the def2-TZVPD basis set) of a structure of composition C2H29O13V in a non-equilibrium geometry.

Structure (XYZ):
```
45
Properties=species:S:1:pos:R:3
V 0.92 2.56 -0.29
C -1.17 -0.89 -0.91
C -1.05 0.61 -0.78
O -0.06 0.82 0.19
H -2.04 -1.18 -1.57
H -1.11 -1.48 0.02
H -0.33 -1.44 -1.41
H -1.94 1.07 -0.39
H -0.71 0.93 -1.70
O 1.49 -0.30 -3.34
H 1.56 -0.72 -4.20
H 1.00 -0.89 -2.81
O 2.35 -2.59 -1.26
H 2.99 -2.01 -0.88
H 2.75 -2.98 -2.05
O 0.81 3.04 1.94
H 1.13 2.34 2.52
H 1.03 3.85 2.41
O -2.03 -0.11 1.85
H -1.33 0.15 1.30
H -2.76 -0.40 1.29
O 1.13 2.32 -2.51
H 1.45 3.00 -3.13
H 1.05 1.49 -3.02
O -2.98 -3.08 1.44
H -2.34 -2.57 0.94
H -2.64 -3.23 2.33
O 1.45 -0.95 1.29
H 1.53 -0.37 2.04
H 0.86 -0.46 0.68
O -0.06 -3.86 -0.48
H -0.64 -3.71 -1.23
H 0.82 -3.60 -0.80
O -2.36 2.63 1.67
H -2.24 1.69 1.77
H -2.98 2.79 2.41
O 2.77 1.51 0.30
H 3.42 2.05 0.70
H 3.11 0.62 0.11
O 0.12 -3.17 2.14
H 0.21 -2.24 2.10
H 0.00 -3.43 1.23
O -0.86 3.87 -0.28
H -0.76 4.78 0.04
H -1.55 3.54 0.33
```

**2S+1**: 4
**HOMO-LUMO gap (alpha / beta)**: 8.0049 / 7.9763 eV
**Total charge**: +1
**Energy above the lowest of the compared OMol25 structures with the same formula, charge and spin**: 0.0 kJ/mol
**Total energy**: -54845.071 eV
**Largest force on an atom**: 0.0655 Eh/bohr
**<S²>**: 3.7552
**Highest occupied orbital energy (alpha / beta)**: -11.84 / -11.90 eV

---

The following is a DFT calculation (ωB97M-V with the def2-TZVPD basis set) of a structure of composition C26H21BrF4KN5O6P.

Structure (XYZ):
```
65
Properties=species:S:1:pos:R:3
K 3.17 1.16 -2.07
Br 0.87 0.41 -4.74
C 0.01 0.78 -3.09
C -0.97 -0.08 -2.63
C -1.54 0.21 -1.41
C -1.12 1.33 -0.70
C -0.16 2.13 -1.29
N 0.40 1.87 -2.47
C 1.56 3.95 -0.75
O 1.14 4.99 0.08
O 2.61 3.77 -1.26
H -1.25 -0.96 -3.20
H -2.30 -0.43 -0.99
H -1.53 1.56 0.27
F -2.42 3.25 2.87
C -2.96 3.13 1.65
C -3.97 2.22 1.46
F -4.38 1.52 2.53
C -4.57 1.98 0.19
C -4.06 2.81 -0.83
C -3.05 3.72 -0.62
F -2.57 4.39 -1.69
C -2.44 3.90 0.61
C -1.22 4.71 0.77
C -0.10 4.35 0.15
N 0.33 3.31 -0.68
C -1.20 5.89 1.58
N -1.21 6.85 2.22
F -4.52 2.69 -2.08
C -5.56 0.99 -0.03
C -5.99 0.08 0.98
N -6.38 -0.69 1.74
C -6.19 0.78 -1.28
N -6.74 0.56 -2.28
C 1.96 -1.10 2.70
C 0.71 -1.33 1.86
C -0.38 -0.34 2.27
C 0.20 -2.76 2.00
O 0.94 -1.07 0.45
P 2.31 -1.26 -0.37
O 3.35 -0.30 0.10
O 1.96 -1.19 -1.83
O 2.68 -2.77 0.07
C 3.51 -3.67 -0.69
C 4.73 -2.95 -1.25
C 2.68 -4.28 -1.81
C 3.94 -4.73 0.31
H 1.70 -1.24 3.75
H 2.35 -0.10 2.55
H 2.74 -1.81 2.43
H -0.64 -0.48 3.32
H -1.28 -0.50 1.68
H -0.03 0.68 2.13
H -0.07 -2.95 3.04
H 0.97 -3.46 1.69
H -0.68 -2.91 1.37
H 4.43 -2.23 -2.01
H 5.41 -3.67 -1.70
H 5.25 -2.41 -0.46
H 2.32 -3.50 -2.48
H 1.81 -4.80 -1.39
H 3.27 -5.00 -2.38
H 4.53 -4.28 1.11
H 4.54 -5.50 -0.19
H 3.06 -5.21 0.75
```

**2S+1**: 1
**HOMO-LUMO gap**: 6.0619 eV
**Total charge**: -1
**Energy above the lowest of the compared OMol25 structures with the same formula, charge and spin**: 1.6 kJ/mol
**Total energy**: -153571.016 eV
**Largest force on an atom**: 0.0054 Eh/bohr
**Highest occupied orbital energy**: -4.67 eV

---

The following is a DFT calculation (ωB97M-V with the def2-TZVPD basis set) of a structure of composition C23H38AsBrN3OSSi3Zn.

Structure (XYZ):
```
72
Properties=species:S:1:pos:R:3
Zn 0.47 2.10 -0.62
N 4.09 1.19 1.68
C 2.84 1.39 1.12
S 2.81 1.49 -0.63
N 1.87 1.49 1.99
N 0.64 1.70 1.40
C -0.36 1.85 2.17
C -1.74 1.98 1.70
C -2.69 2.39 2.64
C -4.03 2.52 2.34
C -4.44 2.21 1.04
C -3.54 1.80 0.09
C -2.15 1.67 0.36
O -1.35 1.24 -0.57
H 4.80 0.84 1.06
H 4.10 0.86 2.63
H -0.19 1.86 3.25
H -2.34 2.61 3.65
H -4.74 2.85 3.09
H -5.49 2.30 0.77
H -3.86 1.56 -0.92
Br -0.18 8.79 -0.99
C 0.02 6.89 -0.98
C -0.71 6.13 -1.88
C -0.57 4.75 -1.85
C 0.28 4.08 -0.96
C 1.00 4.91 -0.08
C 0.88 6.30 -0.08
H -1.38 6.61 -2.59
H -1.16 4.17 -2.56
H 1.70 4.46 0.62
H 1.45 6.90 0.62
C 3.74 -2.20 -0.31
Si 2.15 -2.68 0.56
C 2.10 -4.55 0.51
C 2.27 -2.17 2.36
As 0.45 -1.33 -0.34
Si 0.36 -2.15 -2.52
C -1.29 -1.78 -3.32
C 1.68 -1.20 -3.45
C 0.71 -3.97 -2.78
Si -1.46 -2.20 0.69
C -2.99 -1.75 -0.28
C -1.50 -4.06 0.95
C -1.59 -1.41 2.37
H 4.61 -2.47 0.30
H 3.77 -1.13 -0.50
H 3.83 -2.72 -1.27
H 3.01 -4.93 0.99
H 2.06 -4.93 -0.51
H 1.24 -4.96 1.05
H 3.23 -2.45 2.79
H 1.48 -2.65 2.95
H 2.14 -1.08 2.46
H -1.68 -0.81 -3.00
H -2.03 -2.54 -3.06
H -1.18 -1.77 -4.41
H 1.47 -0.12 -3.41
H 1.73 -1.51 -4.50
H 2.66 -1.34 -2.99
H 0.08 -4.60 -2.15
H 1.76 -4.21 -2.55
H 0.52 -4.24 -3.83
H -3.18 -2.46 -1.09
H -2.89 -0.75 -0.71
H -3.87 -1.75 0.38
H -1.22 -4.60 0.04
H -2.51 -4.38 1.24
H -0.81 -4.36 1.74
H -1.94 -0.37 2.27
H -0.62 -1.38 2.88
H -2.30 -1.95 3.01
```

**2S+1**: 1
**HOMO-LUMO gap**: 7.1240 eV
**Total charge**: -1
**Total energy**: -244759.440 eV
**Largest force on an atom**: 0.0075 Eh/bohr
**Highest occupied orbital energy**: -4.48 eV

---

Number 2 is which compound?
C2H29O13V